Density functional theory data (ωB97M-V/def2-TZVPD) for a 5-piece molecular cluster, C36H64BN5O4S overall.

M in g/mol: 673.82
Frontier orbital gap in eV: 8.3
E_LUMO in eV: 0.144
Multiplicity: 1
Net charge: 0
HOMO level in Eh: -0.301

The geometry in XYZ format:
```
111
Properties=species:S:1:pos:R:3:lowdin_charge:R:1
C 5.17213 0.41575 5.90922 -0.11
C 5.72402 1.43710 4.90136 -0.26
C 5.63387 0.97700 3.44488 -0.22
C 6.14690 -0.45240 3.19973 -0.20
C 6.82657 -0.68387 1.82790 -0.19
C 6.08242 -1.65617 0.89591 -0.21
C 5.25229 -0.96409 -0.19408 -0.20
C 3.83327 -0.56353 0.24624 -0.20
C 2.76201 -1.58979 -0.11514 -0.22
C 2.75535 -2.85594 0.75570 -0.20
C 1.35847 -3.48995 0.89187 -0.20
C 0.72663 -3.33611 2.28432 -0.20
C -0.15267 -4.51712 2.71134 -0.21
C -1.62985 -4.35336 2.35476 -0.22
C -2.36261 -3.34716 3.23534 -0.22
C -3.87100 -3.33964 2.99963 -0.22
C -4.65580 -2.77775 4.18186 -0.22
C -6.16741 -2.94827 4.04817 -0.22
C -6.83458 -1.81753 3.26764 -0.19
C -8.31899 -2.08596 3.06266 -0.24
O -8.82366 -1.44218 1.87540 -0.32
S -9.55202 -0.01268 2.10178 0.95
O -10.59195 -0.18287 3.08723 -0.37
O -10.25488 -0.11468 0.63167 -0.10
B -10.59002 1.03743 -0.07045 -0.79
N -11.86377 1.05209 -0.79100 0.17
O -9.70251 2.09669 -0.04197 0.14
H 5.96716 -0.19214 6.34127 0.07
H 4.45618 -0.26314 5.44165 0.07
H 4.66557 0.91316 6.73681 0.06
H 5.15260 2.36208 5.00266 0.10
H 6.76308 1.67067 5.14659 0.10
H 4.58677 1.02968 3.12986 0.10
H 6.18349 1.69863 2.83450 0.10
H 6.80679 -0.77194 4.00909 0.11
H 5.28166 -1.12042 3.23802 0.09
H 6.99122 0.27210 1.32411 0.09
H 7.81647 -1.10287 2.02057 0.10
H 6.80282 -2.31857 0.41044 0.10
H 5.43327 -2.30445 1.48965 0.09
H 5.79264 -0.08228 -0.54766 0.10
H 5.17014 -1.63300 -1.05701 0.11
H 3.57040 0.38215 -0.23488 0.10
H 3.80117 -0.38752 1.32648 0.10
H 1.78348 -1.10951 0.00489 0.11
H 2.83027 -1.85640 -1.17428 0.10
H 3.14807 -2.59415 1.74176 0.09
H 3.41881 -3.59549 0.30253 0.11
H 1.41129 -4.55232 0.64216 0.10
H 0.70503 -3.03655 0.13973 0.10
H 1.53778 -3.22671 3.00884 0.10
H 0.15410 -2.40521 2.32866 0.10
H -0.07642 -4.66211 3.79281 0.11
H 0.22255 -5.43089 2.24368 0.10
H -1.74471 -4.09744 1.29534 0.12
H -2.12797 -5.31962 2.48365 0.11
H -2.18233 -3.62399 4.27982 0.11
H -1.97475 -2.33729 3.07785 0.11
H -4.09432 -2.73805 2.11192 0.11
H -4.22289 -4.35579 2.79283 0.11
H -4.40516 -1.72077 4.32112 0.12
H -4.31301 -3.28726 5.08718 0.11
H -6.61677 -2.98718 5.04480 0.12
H -6.40025 -3.90727 3.57404 0.11
H -6.37705 -1.68916 2.28439 0.12
H -6.71705 -0.89147 3.83726 0.12
H -8.49817 -3.15058 2.91452 0.13
H -8.90828 -1.78718 3.93165 0.11
H -11.76261 0.81977 -1.77498 0.08
H -12.25091 1.99241 -0.77827 0.07
H -9.60660 2.44342 -0.93998 0.09
N 8.44052 4.22543 -0.00593 0.00
C 8.85264 3.02263 0.49819 -0.15
C 9.10234 3.18992 1.83367 -0.12
C 8.82743 4.54936 2.14825 -0.11
C 8.42149 5.16091 0.99259 -0.14
H 8.19105 4.39603 -0.96227 0.14
H 8.93408 2.15321 -0.13157 0.10
H 9.44163 2.42218 2.50905 0.09
H 8.91723 5.02220 3.11175 0.09
H 8.12173 6.17620 0.79824 0.10
N 0.90306 -1.19661 -5.13770 0.01
C 1.92742 -1.03288 -6.02915 -0.15
C 3.00401 -0.53401 -5.34247 -0.12
C 2.60898 -0.39299 -3.98306 -0.11
C 1.30868 -0.81126 -3.88990 -0.14
H -0.01004 -1.54481 -5.36549 0.15
H 1.80610 -1.28396 -7.06915 0.11
H 3.96656 -0.29889 -5.76590 0.09
H 3.21158 -0.02881 -3.16724 0.09
H 0.64369 -0.86647 -3.04519 0.11
N -8.04050 4.59090 -2.94450 0.00
C -8.78197 3.86324 -3.83636 -0.15
C -8.09347 3.82263 -5.01875 -0.11
C -6.88998 4.55544 -4.83205 -0.11
C -6.88676 5.01600 -3.54277 -0.14
H -8.30341 4.79098 -1.99699 0.14
H -9.73286 3.43981 -3.55880 0.10
H -8.41551 3.32473 -5.91773 0.09
H -6.11647 4.72460 -5.56192 0.09
H -6.16564 5.60593 -3.00414 0.11
N 1.81955 2.38126 -7.27354 0.01
C 0.96773 2.04700 -8.28788 -0.15
C 0.93070 3.09441 -9.17057 -0.12
C 1.79864 4.10074 -8.66628 -0.12
C 2.33116 3.62852 -7.49535 -0.14
H 2.03690 1.79188 -6.48642 0.12
H 0.46219 1.09661 -8.29696 0.10
H 0.34838 3.13508 -10.07581 0.09
H 2.00756 5.05880 -9.11195 0.09
H 3.02784 4.07368 -6.80603 0.10
```

***

Density functional theory data (ωB97M-V/def2-TZVPD) for C6H10O as an isolated structure at a distorted geometry.

M in g/mol: 98.14
Frontier orbital gap in eV: 10.1
E_LUMO in eV: 1.108
Multiplicity: 1
Net charge: 0
HOMO level in Eh: -0.331
Energy relative to the best compared isomer or geometry (same formula, charge and spin) in kJ/mol: 476.7

The geometry in XYZ format:
```
17
Properties=species:S:1:pos:R:3:lowdin_charge:R:1
C 1.22454 -0.45230 -0.44688 -0.08
C 0.64253 0.08464 0.77435 -0.22
C 0.20041 0.84273 -0.47940 -0.14
C -1.27142 0.59864 -0.11060 -0.25
O -1.94623 -0.40590 -0.86275 -0.07
C -1.47351 -1.39698 0.06643 -0.13
C -0.80889 -0.34796 0.99275 -0.15
H 2.32895 -0.37155 -0.44597 0.09
H 2.55995 1.55737 -0.63043 0.07
H 0.91388 -1.29699 -1.03604 0.08
H 1.27265 0.45325 1.57561 0.13
H 2.06325 2.07060 -0.43476 0.07
H 0.48570 1.54534 -1.23501 0.08
H -1.92081 1.46396 0.12319 0.16
H -0.82143 -2.13147 -0.41596 0.11
H -2.32610 -1.89153 0.53387 0.12
H -1.12347 -0.32186 2.03160 0.14
```

***

Density functional theory data (ωB97M-V/def2-TZVPD) for a 2-piece molecular cluster, C4H12N3 overall at a distorted geometry.

M in g/mol: 102.16
Frontier orbital gap (alpha / beta) in eV: 6.0 / 5.6
E_LUMO (alpha / beta) in eV: -3.162 / -8.591
Multiplicity: 3
Net charge: +1
HOMO level (alpha / beta) in Eh: -0.338 / -0.522
<S²>: 2.009
Energy relative to the best compared isomer or geometry (same formula, charge and spin) in kJ/mol: 270.0

The geometry in XYZ format:
```
19
Properties=species:S:1:pos:R:3:lowdin_charge:R:1
C -3.28029 0.52536 -0.19880 -0.01
C 2.50961 1.15706 -0.01036 -0.04
C 1.19154 -1.08837 0.12671 -0.15
C 1.24586 0.39742 0.02145 -0.45
N -2.26429 -0.02681 0.22936 0.02
N 0.05653 0.95553 0.03396 0.08
N -0.07672 -1.76825 -0.08994 0.29
H -4.25071 0.16734 -0.34047 0.08
H -3.15079 1.48915 -0.37054 0.04
H 3.40950 0.54819 0.25234 0.11
H 2.44556 1.70987 -0.91777 0.07
H 2.33861 1.88335 0.84175 0.11
H 1.50867 -1.42161 1.18637 0.15
H 2.01915 -1.40515 -0.57072 0.18
H -0.77109 0.25218 0.04252 0.01
H -0.05997 1.94161 -0.32292 0.15
H -0.23844 -1.79005 -1.03835 0.12
H -2.48949 -1.00322 0.59745 0.11
H -0.14326 -2.52360 0.52794 0.13
```

***

Density functional theory data (ωB97M-V/def2-TZVPD) for C12H33ClIN2P2SV as an isolated structure at a distorted geometry.

M in g/mol: 512.73
Frontier orbital gap (alpha / beta) in eV: 7.2 / 7.6
E_LUMO (alpha / beta) in eV: -7.582 / -7.126
Multiplicity: 3
Net charge: +2
HOMO level (alpha / beta) in Eh: -0.543 / -0.541
<S²>: 2.026

The geometry in XYZ format:
```
53
Properties=species:S:1:pos:R:3:lowdin_charge:R:1
C -0.98149 0.37523 -4.89226 -0.30
I -1.83408 0.24329 -2.80891 1.09
H 0.11236 0.40685 -4.85163 0.03
H -1.43009 1.26991 -5.33570 0.03
H -1.35413 -0.53719 -5.36229 0.02
V 0.15602 0.27727 -1.23786 -0.35
P 0.28542 2.72890 -1.45329 0.62
C -1.34223 3.54036 -1.38633 -0.28
C 1.23672 3.59841 -0.17586 -0.24
H 1.37414 4.64303 -0.49701 0.07
H 1.08822 4.37674 -3.01112 0.07
H 2.21607 3.11966 -0.04407 0.05
H 2.05124 2.86002 -3.08172 0.04
H -1.81584 3.31931 -0.42219 0.04
H 0.69329 3.57480 0.77846 0.05
C 1.03900 3.27826 -3.01106 -0.24
H -1.20169 4.62384 -1.49761 0.07
H 0.44932 2.92027 -3.86484 0.04
H -1.98180 3.15343 -2.18815 0.00
P 0.33228 -2.09262 -1.10971 0.63
C -1.24701 -2.93684 -0.82171 -0.25
C 1.01678 -2.82542 -2.62194 -0.24
H 2.43915 -2.39625 0.02713 0.05
H 1.40329 -3.86048 0.11155 0.07
H 1.08443 -2.45399 1.18126 0.02
C 1.41748 -2.76254 0.18286 -0.23
H 2.02321 -2.41840 -2.78736 0.05
H 1.07203 -3.91727 -2.49914 0.07
H -1.06762 -4.02075 -0.83225 0.07
H -1.96242 -2.65789 -1.60468 0.02
H 0.38468 -2.57007 -3.48102 0.05
H -1.65499 -2.64472 0.15326 0.03
Cl 2.41780 0.32526 -1.43900 0.12
C -2.81537 -0.83854 2.31985 -0.07
N -1.47243 -0.87856 2.90267 -0.16
C -1.41781 -1.14372 4.34178 -0.01
C -0.47225 -0.21856 2.29048 -0.59
S -0.87719 0.60247 0.79452 0.71
N 0.76389 -0.13733 2.83820 -0.17
C 1.35807 -1.25469 3.56900 -0.04
C 1.72881 0.83363 2.31351 -0.05
H -3.48054 -1.37934 2.99343 0.10
H -2.83522 -1.32588 1.33962 0.06
H -3.16819 0.19650 2.21703 0.10
H -0.98385 -2.13593 4.53817 0.11
H -0.84206 -0.37205 4.87731 0.11
H -2.45027 -1.13861 4.70129 0.10
H 2.42922 -1.26638 3.34929 0.11
H 1.24338 -1.11367 4.65247 0.10
H 0.92724 -2.20963 3.26316 0.09
H 2.06909 0.56209 1.29600 0.05
H 1.29040 1.84092 2.28649 0.08
H 2.58547 0.83687 2.99995 0.11
```

***

Density functional theory data (ωB97M-V/def2-TZVPD) for a 2-piece molecular cluster, CH2BrNO overall at a distorted geometry.

M in g/mol: 123.94
Frontier orbital gap in eV: 11.4
SMILES: N=C=O.Br
E_LUMO in eV: 0.208
Multiplicity: 1
Net charge: 0
HOMO level in Eh: -0.411
Energy relative to the best compared isomer or geometry (same formula, charge and spin) in kJ/mol: 31.8

The geometry in XYZ format:
```
6
Properties=species:S:1:pos:R:3:lowdin_charge:R:1
C -1.99303 -0.73727 0.11361 -0.43
N -0.85214 -0.53483 0.27536 0.21
O -3.08826 -1.05968 -0.07796 0.16
Br 2.37078 0.98987 -0.11207 0.29
H -0.27661 0.23101 0.09807 -0.01
H 3.83926 1.11089 -0.29701 -0.22
```

***

Density functional theory data (ωB97M-V/def2-TZVPD) for one molecule with the formula CH4N2P2 at a distorted geometry.

M in g/mol: 106.00
Frontier orbital gap (alpha / beta) in eV: 6.9 / 5.9
E_LUMO (alpha / beta) in eV: 0.558 / -3.022
Multiplicity: 3
Net charge: 0
HOMO level (alpha / beta) in Eh: -0.234 / -0.329
<S²>: 2.012
Energy relative to the best compared isomer or geometry (same formula, charge and spin) in kJ/mol: 46.3

The geometry in XYZ format:
```
9
Properties=species:S:1:pos:R:3:lowdin_charge:R:1
C 2.10996 0.71156 -0.16913 -0.41
N -2.59159 -0.42407 -0.02123 -0.27
N -0.10307 -0.63000 0.04030 -0.63
P -1.42006 0.41625 0.48696 0.64
P 1.51580 -0.68810 0.44988 0.69
H 3.20924 1.05719 -0.17428 0.02
H 1.29438 1.26608 -0.74430 -0.01
H -3.49107 -0.13427 0.20432 -0.06
H -0.52357 -1.57465 -0.07253 0.02
```

***

What is the multiplicity in the sixth record?
3